(1)
The following is a DFT calculation (ωB97M-V/def2-TZVPD) of one molecule with the formula C14H13NO5.

XYZ file:
```
33
C14H13NO5 ωB97M-V/def2-TZVPD
C 2.20592 0.32874 3.28626
C 1.19219 -0.21822 2.31136
O 0.32709 -1.01109 2.59372
N 1.37014 0.25805 1.03868
C 0.44496 0.02769 0.01559
C 0.77771 -0.54177 -1.20918
O 2.05683 -0.94902 -1.55653
C 3.15584 -0.21339 -1.34840
C 4.37680 -0.96546 -1.79576
O 3.16064 0.89285 -0.87140
C -0.21288 -0.81928 -2.15363
C -1.53206 -0.55262 -1.88679
C -1.90758 0.04520 -0.67780
C -3.27209 0.36407 -0.31980
C -4.38711 0.00689 -1.24671
C -3.49998 0.97819 0.86030
C -2.43554 1.35895 1.76993
O -2.57978 1.97188 2.79611
O -1.16469 1.00360 1.40119
C -0.90694 0.35679 0.25171
H 2.16976 -0.24808 4.20562
H 3.20937 0.29881 2.86859
H 1.94961 1.36262 3.50989
H 2.18128 0.82045 0.80512
H 4.63113 -1.70081 -1.03419
H 4.17529 -1.49270 -2.72353
H 5.20665 -0.27610 -1.91713
H 0.08603 -1.27018 -3.08648
H -2.28243 -0.79777 -2.61981
H -5.34278 0.29577 -0.81888
H -4.39468 -1.06604 -1.43128
H -4.26297 0.51530 -2.20166
H -4.49573 1.23669 1.18489
```

**Relative energy (zero: lowest compared OMol25 entry of this formula, charge and spin)**: 0.0 kJ/mol
**SMILES**: CC(=O)Nc1c(OC(C)=O)ccc2c(C)cc(=O)oc12
**HOMO-LUMO gap**: 8.87 eV
**HOMO level**: -8.835 eV

***

(2)
The following is a DFT calculation (ωB97M-V/def2-TZVPD) of C30H44ClN4O5Si2Sr as an isolated structure.

XYZ file:
```
87
C30H44ClN4O5Si2Sr ωB97M-V/def2-TZVPD
Sr -1.30233 1.56047 -0.19840
C -0.04833 1.99326 3.87051
Si -1.13841 0.47644 3.61062
C -1.77695 0.06818 5.35135
C 0.02221 -0.96075 3.17306
C -2.35892 0.68254 2.27092
C -2.76905 -0.56713 1.61012
C -3.20117 -1.71743 2.30660
C -3.56279 -2.86034 1.62921
C -3.51449 -2.87653 0.23697
C -3.08933 -1.72770 -0.39413
N -2.72067 -0.61847 0.25264
Si -3.65773 1.96882 2.31500
C -2.98407 3.61617 2.93087
C -5.12098 1.52112 3.42467
C -4.41010 2.28248 0.60791
H 0.77896 1.73993 4.54064
H -0.60029 2.81283 4.33305
H 0.37338 2.36567 2.93489
H -0.94698 -0.02245 6.05880
H -2.33637 -0.87000 5.37529
H -2.44198 0.85531 5.71705
H 0.87014 -1.00029 3.86307
H 0.41492 -0.87155 2.15530
H -0.49680 -1.92009 3.22503
H -3.26360 -1.67249 3.38585
H -3.89607 -3.73372 2.17822
H -3.78781 -3.74784 -0.34253
H -3.01809 -1.68994 -1.47555
H -2.68791 3.56678 3.98070
H -3.75479 4.38622 2.84183
H -2.11811 3.95014 2.35412
H -4.79139 1.38411 4.45803
H -5.57661 0.58219 3.09842
H -5.89529 2.29298 3.41137
H -3.77732 2.86169 -0.07607
H -5.31775 2.88001 0.73222
H -4.69817 1.35601 0.10580
O 0.31027 2.67959 -4.02939
C -0.42230 2.35025 -3.10871
O -0.29551 1.27540 -2.38544
C -1.62006 3.22684 -2.65081
O -2.55648 3.43095 -3.40982
O -1.53197 3.60298 -1.41253
C 2.95794 0.18374 -3.52536
C 4.26993 -0.24902 -2.86601
C 4.82224 -1.41016 -3.71367
C 5.28483 0.89624 -2.95391
C 4.10030 -0.72841 -1.38109
O 5.28251 -1.46222 -0.99787
C 2.90827 -1.69008 -1.17163
C 1.45916 -1.16025 -1.04848
C 0.45335 -2.15329 -1.56726
C 0.18171 -3.31916 -0.85444
C -0.73827 -4.24427 -1.31911
C -1.39636 -3.99191 -2.51082
Cl -2.59038 -5.13105 -3.07922
C -1.15459 -2.83828 -3.23606
C -0.23195 -1.91901 -2.75649
C 4.18042 0.37470 -0.29839
N 3.07657 1.30339 -0.17227
C 2.09689 1.28711 0.73107
N 1.20958 2.22673 0.46406
C 1.72882 2.82110 -0.65306
N 2.86735 2.30774 -1.05027
H 3.17908 0.56889 -4.52268
H 2.41974 0.97222 -3.00933
H 2.28503 -0.66663 -3.65248
H 4.79617 -1.11391 -4.76294
H 4.21594 -2.31530 -3.62812
H 5.86050 -1.64723 -3.47164
H 5.52202 1.08198 -4.00331
H 6.21400 0.64110 -2.43858
H 4.87827 1.81871 -2.54226
H 5.35227 -2.23012 -1.57268
H 3.14750 -2.25601 -0.26615
H 2.93719 -2.41633 -1.98848
H 1.30965 -0.21023 -1.56262
H 1.24175 -1.00423 0.00897
H 0.68364 -3.49766 0.09052
H -0.96248 -5.14004 -0.75621
H -1.70458 -2.64910 -4.14808
H -0.07641 -0.97328 -3.26380
H 5.09093 0.94905 -0.44252
H 4.26426 -0.14458 0.65707
H 2.06049 0.59174 1.55476
H 1.23380 3.62476 -1.17587
```

**Relative energy (zero: lowest compared OMol25 entry of this formula, charge and spin)**: 36.0 kJ/mol
**Net charge**: -1
**HOMO-LUMO gap**: 7.05 eV
**HOMO level**: -4.839 eV

***

(3)
The following is a DFT calculation (ωB97M-V/def2-TZVPD) of C4H5CuLiO5 as an isolated structure.

XYZ file:
```
16
C4H5CuLiO5 ωB97M-V/def2-TZVPD
O -0.20302 1.62302 -0.65074
C 0.36034 0.47249 -0.91760
C 0.27401 2.11595 0.61586
O -0.04670 -0.22207 -1.82816
O 1.31730 0.15668 -0.08607
C 1.39493 1.12988 0.97200
H -0.56033 2.09373 1.32450
H 0.62294 3.14284 0.47609
H 1.23435 0.61358 1.92299
H 2.39257 1.57934 0.94533
O -0.60477 -2.98708 -0.54855
C -1.15568 -2.39364 0.40726
O -1.85196 -1.35967 0.26600
Cu -2.30315 -1.05251 -1.83242
Li 0.25862 -2.03562 -2.47354
H -1.12947 -2.87692 1.40706
```

**Spin multiplicity**: 2
**HOMO-LUMO gap (spin up / spin down)**: 4.62 / 7.52 eV
**HOMO level (spin up / spin down)**: -4.852 / -7.827 eV

***

(4)
The following is a DFT calculation (ωB97M-V/def2-TZVPD) of C54H45BeF6GeN4PS3 as an isolated structure.

XYZ file:
```
115
C54H45BeF6GeN4PS3 ωB97M-V/def2-TZVPD
Be -0.45787 -0.31949 0.62379
N -2.01297 -0.10617 0.61051
S -3.32742 -0.39038 1.17009
N -3.68133 -2.01925 1.28393
S -2.75711 -3.05901 1.94174
N -1.20143 -2.98485 1.79345
S -0.05409 -2.95714 0.67536
N -0.06953 -1.74135 -0.24747
C 1.39116 -3.01309 1.70428
C 2.59700 -2.60967 1.15465
C 3.74070 -2.66926 1.93320
C 3.66934 -3.11059 3.24703
C 2.45521 -3.52359 3.78153
C 1.31195 -3.49388 3.00358
C -0.06684 -4.52520 -0.18502
C -1.15825 -4.85511 -0.97620
C -1.21953 -6.11259 -1.54928
C -0.19875 -7.02838 -1.33171
C 0.89950 -6.68061 -0.55742
C 0.97020 -5.42487 0.02534
C -3.06374 -3.09112 3.69636
C -2.06384 -3.26719 4.63586
C -2.40701 -3.30069 5.97724
C -3.73404 -3.16046 6.35869
C -4.72757 -2.97595 5.40418
C -4.39667 -2.94502 4.06151
C -3.33945 -4.64771 1.40210
C -4.49394 -4.78218 0.65027
C -4.93058 -6.06238 0.34521
C -4.22709 -7.16978 0.79970
C -3.06005 -7.01272 1.53985
C -2.60974 -5.74271 1.84791
C -3.57359 0.26875 2.81100
C -4.70950 0.98227 3.16003
C -4.79977 1.49769 4.44471
C -3.77031 1.30091 5.35290
C -2.63490 0.58971 4.98356
C -2.52948 0.07607 3.70395
C -4.69168 0.14993 0.18567
C -4.43839 1.10224 -0.78550
C -5.49921 1.57289 -1.54091
C -6.78282 1.09309 -1.31421
C -7.01883 0.14039 -0.32889
C -5.96767 -0.33896 0.43282
H 2.64213 -2.24322 0.13978
H 4.68311 -2.35012 1.51067
H 4.56302 -3.12935 3.85576
H 2.39397 -3.86357 4.80612
H 0.36564 -3.83464 3.38948
H -1.95435 -4.14313 -1.14645
H -2.07286 -6.37041 -2.16235
H -0.26847 -8.01791 -1.76379
H 1.70503 -7.38329 -0.39510
H 1.82215 -5.15643 0.63221
H -1.03600 -3.35562 4.31816
H -1.64144 -3.43931 6.72827
H -3.99852 -3.20610 7.40650
H -5.76010 -2.86422 5.70448
H -5.15161 -2.81054 3.29801
H -5.03208 -3.90171 0.32233
H -5.83242 -6.19714 -0.23615
H -4.59663 -8.16442 0.58906
H -2.50719 -7.87399 1.88866
H -1.71129 -5.59380 2.43508
H -5.50444 1.14125 2.44445
H -5.68049 2.05600 4.73119
H -3.84953 1.70915 6.35138
H -1.82653 0.43688 5.68586
H -1.64446 -0.45569 3.37915
H -3.42371 1.45263 -0.92825
H -5.32632 2.32076 -2.30235
H -7.60713 1.47550 -1.90105
H -8.02371 -0.21981 -0.15528
H -6.12842 -1.08109 1.20483
C -4.51719 -1.74253 -3.97501
C -3.44254 -1.22228 -4.68248
C -2.16063 -1.31058 -4.16338
C -1.93351 -1.91519 -2.92479
C -3.01597 -2.43476 -2.23253
C -4.29946 -2.35794 -2.75304
Ge -0.09844 -1.70834 -2.21472
C 1.43140 -2.88622 -2.62010
C 1.37156 -4.11305 -3.27119
C 2.53078 -4.84737 -3.47660
C 3.75553 -4.35642 -3.04809
C 3.82837 -3.11575 -2.42895
C 2.67068 -2.38062 -2.22507
C 0.38391 0.07538 -2.85058
C 1.19613 0.12443 -3.98384
C 1.34249 1.30818 -4.69170
C 0.69945 2.45719 -4.25705
C -0.08580 2.42533 -3.11277
C -0.26739 1.23344 -2.42950
H -5.52016 -1.65972 -4.37303
H -3.60485 -0.73635 -5.63553
H -1.33083 -0.90158 -4.72717
H -2.87186 -2.89088 -1.26716
H -5.13685 -2.75738 -2.19424
H 0.42216 -4.48606 -3.63447
H 2.47727 -5.80360 -3.98161
H 4.65657 -4.93114 -3.21676
H 4.78720 -2.71588 -2.12462
H 2.72316 -1.38677 -1.78927
H 1.70846 -0.77170 -4.31682
H 1.94283 1.32312 -5.59166
H 0.79934 3.37381 -4.82285
H -0.57433 3.32779 -2.76892
H -0.92182 1.19742 -1.56673
F 0.49132 0.95647 0.35624
P 1.07179 1.17712 1.97088
F -0.35075 1.79605 2.31089
F 2.34926 0.34870 1.51958
F 0.25838 -0.38708 2.12874
F 1.69167 2.55155 1.60027
F 1.49078 1.11973 3.47772
```

**Relative energy (zero: lowest compared OMol25 entry of this formula, charge and spin)**: 0.0 kJ/mol
**Net charge**: +2
**HOMO-LUMO gap**: 8.23 eV
**HOMO level**: -13.285 eV

***

(5)
The following is a DFT calculation (ωB97M-V/def2-TZVPD) of one molecule with the formula C16H22N2O3S.

XYZ file:
```
44
C16H22N2O3S ωB97M-V/def2-TZVPD
C 4.40731 1.63776 -0.29477
C 3.83029 1.96021 0.93773
O 2.32194 1.42958 0.77154
C 1.38750 2.42355 0.42601
O 1.73177 3.44312 0.09791
C 0.03199 2.11434 0.23220
C -0.99470 2.88338 -0.35095
C -2.09000 2.10572 -0.10812
S -3.83248 2.28848 -0.46605
C -4.11567 0.57648 0.29638
C -5.50555 0.08700 0.36118
C -2.93416 0.19618 0.86365
C -1.89739 1.17411 0.62592
N -0.61439 1.03684 0.77302
C 0.10816 -0.30656 1.52564
C -0.29360 -1.54522 1.18010
O -0.82001 -2.47837 1.76860
N 0.18833 -1.85199 -0.10169
C 1.12976 -0.82592 -1.08693
C 0.17739 -0.22892 -2.01759
C 0.01889 -3.10153 -0.71794
C 1.02064 -4.31777 -0.31676
H 3.76417 2.28757 -0.94261
H 4.15899 0.53498 -0.57359
H 5.36191 1.74849 -0.29107
H 3.91515 3.13225 1.11962
H 4.16590 1.36561 1.73823
H -0.69849 3.72116 -0.58169
H -6.10134 1.04014 0.91418
H -5.44928 -0.79735 0.70074
H -5.85974 0.03447 -0.38596
H -3.05728 -0.65399 1.46142
H -0.32230 -0.04094 2.68530
H 1.15086 0.01139 1.59178
H 1.75520 -1.49084 -1.29764
H 1.49778 0.00484 -0.65703
H -0.68583 0.26199 -1.81503
H -0.28938 -0.92320 -2.67816
H 0.82619 0.53851 -2.62640
H -0.13717 -2.94497 -1.84403
H -1.05637 -3.46558 -0.42127
H 2.02382 -3.66564 -0.71637
H 0.97552 -4.25231 0.87928
H 0.80568 -5.14706 -0.65878
```

**Relative energy (zero: lowest compared OMol25 entry of this formula, charge and spin)**: 1459.2 kJ/mol
**SMILES**: CCOC(=O)c1cc2sc(C)cc2n1CC(=O)N(CC)CC
**HOMO-LUMO gap**: 8.81 eV
**HOMO level**: -8.226 eV

***

(6)
The following is a DFT calculation (ωB97M-V/def2-TZVPD) of a 2-piece molecular cluster, C6H12N2 overall.

XYZ file:
```
20
C6H12N2 ωB97M-V/def2-TZVPD
C -0.27547 2.15589 0.75975
C -0.17881 0.49840 -2.24755
C 0.10483 1.70226 -0.49682
C 1.37996 1.24375 -0.90240
N -0.87067 1.17721 -1.39215
N 1.18909 0.51468 -1.98918
H -0.47254 -0.19152 -3.06778
H 1.65509 0.14020 -2.74022
H 2.37987 1.39441 -0.44257
H 0.20638 2.99676 1.04655
H 0.00364 1.29579 1.38854
H -1.38218 2.14283 0.68700
C 0.01868 -2.01891 1.83171
C -0.97702 -1.83057 0.53334
H -0.49584 -2.76164 2.44330
H 0.98125 -2.22666 1.52980
H 0.24862 -0.92944 2.15219
H -0.43421 -1.30546 -0.26775
H -1.80712 -1.19292 0.93834
H -1.27354 -2.80505 0.23592
```

**Relative energy (zero: lowest compared OMol25 entry of this formula, charge and spin)**: 173.8 kJ/mol
**Spin multiplicity**: 2
**Net charge**: -1
**HOMO-LUMO gap (spin up / spin down)**: 2.66 / 8.30 eV
**HOMO level (spin up / spin down)**: 1.209 / -4.550 eV

***

(7)
The following is a DFT calculation (ωB97M-V/def2-TZVPD) of one molecule with the formula C3H5ClN2.

XYZ file:
```
11
C3H5ClN2 ωB97M-V/def2-TZVPD
H -1.98427 -1.94702 0.00422
N -1.11975 -1.35894 -0.00113
C -1.42903 -0.12919 -0.00444
N -0.50202 0.88013 0.00438
C 0.88473 0.75930 -0.00331
C 1.60281 -0.36601 0.00292
Cl 3.32614 -0.30862 -0.00154
H -2.45388 0.28145 -0.00724
H -0.84092 1.83204 -0.00103
H 1.36498 1.72089 -0.00076
H 1.15121 -1.36402 0.00794
```

**Relative energy (zero: lowest compared OMol25 entry of this formula, charge and spin)**: 13.2 kJ/mol
**SMILES**: [H]/N=C/N/C=C/Cl
**HOMO-LUMO gap**: 9.02 eV
**HOMO level**: -8.381 eV

***

(8)
The following is a DFT calculation (ωB97M-V/def2-TZVPD) of C22H21Cl5N5OPbSSbSe4 as an isolated structure.

XYZ file:
```
61
C22H21Cl5N5OPbSSbSe4 ωB97M-V/def2-TZVPD
Pb -0.38624 -0.13670 0.14645
C 3.20052 4.47444 3.62121
C 2.72812 4.33561 2.20379
N 1.47721 3.56269 2.19558
C 1.39170 2.29202 1.67812
S 0.10442 1.37742 2.38887
N 2.34095 1.95787 0.81646
N 2.21544 0.67127 0.35969
C 3.05579 0.25604 -0.52089
C 4.13735 1.12243 -1.06327
C 2.78537 -1.07853 -1.08075
C 3.57609 -1.62031 -2.09214
C 3.22814 -2.81777 -2.68957
C 1.97712 -3.33673 -2.38192
C 1.28142 -2.79331 -1.32510
N 1.63445 -1.70372 -0.65848
H 4.09526 5.07742 3.60452
H 3.35123 3.47363 4.03393
H 2.50874 5.06579 4.29631
H 3.45996 3.91027 1.58587
H 2.53214 5.35441 1.81811
H 0.82019 3.69424 2.96214
H 4.13649 2.15392 -0.70711
H 4.02429 1.24440 -2.16436
H 5.09839 0.74166 -0.76192
H 4.45135 -1.09390 -2.40715
H 3.80908 -3.24812 -3.52666
H 1.59590 -4.24644 -2.83283
H 0.28433 -3.16123 -1.04702
Se 2.78133 -1.46312 -6.91710
Sb 1.45155 0.40815 -6.27929
Se 1.42186 2.14629 -3.31803
Se 1.02086 -0.10211 -3.76883
Se 2.89154 2.37366 -5.16277
Cl -8.43028 2.20763 -0.62745
C -6.77912 1.79895 -0.34078
C -6.38718 1.13451 0.79549
Cl -7.64311 0.80186 1.98193
C -5.11898 0.63006 0.98009
Cl -4.70518 -0.41349 2.30732
C -4.05473 0.92153 0.07016
O -2.87774 0.57599 0.29789
C -4.50934 1.62470 -1.12190
Cl -3.25021 1.79436 -2.28241
C -5.82442 1.98168 -1.32738
Cl -6.33799 2.61143 -2.85836
C -2.96695 -2.51809 -0.45288
C -2.14498 -2.94428 0.72701
C -2.20135 -4.07665 1.51332
C -1.12528 -3.99518 2.45194
C -0.42036 -2.87460 2.13422
C 0.87983 -2.36995 2.69943
N -1.04109 -2.19844 1.10163
H -3.25121 -3.45740 -1.01868
H -2.34169 -1.94630 -1.18378
H -3.80332 -1.90792 -0.17121
H -3.02105 -4.84186 1.43438
H -0.87869 -4.64510 3.28705
H 1.21408 -2.96084 3.57819
H 0.84443 -1.35699 3.07628
H 1.69355 -2.46728 1.94262
```

**Relative energy (zero: lowest compared OMol25 entry of this formula, charge and spin)**: 0.0 kJ/mol
**Net charge**: -2
**HOMO-LUMO gap**: 6.33 eV
**HOMO level**: -2.408 eV

***

Table of energy (eV), in record order: -26457.705, -77143.696, -59310.740, -177696.232, -36893.684, -9393.751, -18693.975, -379275.795